Record 1
Formula: C31H63N14O21
Source: OMol25
Level of theory: wB97M-V/def2-TZVPD

Last column: Löwdin charge in e.
CARTESIAN COORDINATES (ANGSTROEM)
1 N 0.52776 5.49823 1.34017  -0.02
2 O -2.92724 -5.31577 1.38517  0.09
3 N -3.05624 2.81423 3.80517  -0.46
4 H -1.43924 -7.02877 3.23517  0.14
5 N -6.27324 0.35023 -1.69983  -0.43
6 C -1.32824 -0.56677 -0.68383  -0.36
7 C 0.36176 -1.15277 4.81517  -0.12
8 O -5.28724 0.41423 -2.43783  0.03
9 O -5.41024 -3.17277 2.14317  0.06
10 H -4.59324 4.35223 3.65817  0.14
11 H 2.02376 -4.09077 -3.32883  0.07
12 H -3.95624 0.45023 -5.82283  0.01
13 C -3.93924 1.27423 -6.29083  0.05
14 C 1.57676 5.27723 0.37117  -0.07
15 C -0.21524 1.85223 1.79617  0.03
16 H 1.36976 -0.07177 2.11317  0.07
17 H -6.38824 0.91223 0.32617  0.06
18 H 3.95376 3.46123 -1.21383  0.05
19 H 5.12676 -0.29077 -3.79783  0.09
20 C 4.92376 -0.14477 -2.75683  0.06
21 C 5.79676 2.32023 -0.11983  -0.07
22 H -1.12724 1.33723 2.09217  0.09
23 N 1.75276 -4.56277 -5.21583  -0.47
24 H -0.79824 -1.09577 2.56417  0.12
25 C 2.49676 0.35323 -6.12483  0.04
26 H 4.60876 0.93523 4.78717  0.15
27 H -2.27324 -1.31077 1.15517  0.07
28 C -6.30324 1.33723 -0.60583  0.05
29 H -2.99924 4.66823 2.51617  0.13
30 H 5.37876 1.39223 0.31517  0.05
31 H -3.22924 -1.27677 -1.57683  0.08
32 C -5.02224 -3.72677 -0.79883  0.05
33 O -7.20824 -0.37677 -1.81383  0.11
34 N 4.27976 -1.39177 -2.25483  -0.39
35 H 2.80476 -1.05377 4.31417  0.11
36 H -0.95224 -2.21377 -1.74283  0.08
37 H -0.15524 -5.86277 2.92517  0.08
38 H -3.31124 -1.08377 3.33517  0.06
39 N -3.85624 2.04023 -5.00683  -0.39
40 H 2.48876 1.66923 0.65117  0.12
41 O 2.01976 0.63623 -3.89783  0.08
42 H 3.93976 5.17523 0.82517  0.10
43 C 5.08676 1.13823 3.73917  0.07
44 H 2.91776 1.32523 -6.12583  0.08
45 C 0.88576 5.44923 2.62017  -0.12
46 C -0.26624 -1.28477 1.55717  -0.16
47 C 2.83176 5.27123 1.15817  -0.06
48 N 1.69476 -2.91277 4.26517  -0.06
49 O -2.02624 2.68923 4.53617  0.02
50 H 0.57576 -1.30577 -1.34783  0.08
51 C 1.76376 -1.55577 4.39217  -0.13
52 C -0.47124 -1.28077 -1.66183  0.02
53 O 4.29876 -0.29577 1.98717  0.01
54 O -1.61524 -4.09477 2.51417  0.00
55 H -4.99524 -1.69077 4.22417  0.17
56 N -4.85124 -2.12077 2.26917  -0.53
57 O -4.52524 -5.48877 -2.33883  0.05
58 N 4.91176 -0.21377 3.05317  -0.48
59 N -0.76524 0.82623 -0.37683  0.08
60 C 7.10276 3.10923 0.03417  -0.12
61 H 2.89876 5.48323 3.51417  0.06
62 C -0.42824 -2.41777 5.10917  -0.09
63 O 2.71676 -4.83777 -5.90883  0.06
64 H -1.69224 -2.38777 0.61617  0.08
65 H 0.86076 -3.10477 -4.01483  0.13
66 H 5.73676 -0.13577 -2.16383  0.06
67 H -4.81324 1.71023 -6.94783  0.14
68 H -2.58624 0.08523 -2.11483  0.01
69 H 1.87276 0.21123 -6.93383  0.08
70 H 0.16576 -2.29377 1.45217  0.12
71 C -4.04724 -1.84377 3.48917  0.05
72 H -0.44424 -0.84677 -2.70883  0.12
73 H 2.76876 -3.04277 -4.48183  0.07
74 H -0.26624 2.90623 1.55117  0.08
75 O 4.74276 -2.44577 -2.71883  0.06
76 H 1.19576 5.24423 -0.58683  0.07
77 H 4.50076 1.86223 3.16917  0.08
78 H -1.01024 -6.80777 1.18117  0.19
79 O -1.04224 1.74323 -1.13483  0.24
80 N -2.02924 -5.18577 2.14417  -0.47
81 H 1.31676 2.63023 -0.37583  0.07
82 O 3.29276 -1.32077 -1.50383  0.02
83 H -0.02624 -0.23977 5.30817  0.08
84 H -5.99524 -4.15577 -0.65383  0.10
85 C -1.05724 -6.28177 2.35017  0.02
86 O -4.61224 3.08623 -5.01483  0.01
87 C 1.90376 -3.55877 -4.18083  0.04
88 H -3.45924 0.14923 -0.68983  0.08
89 C -2.74824 -0.38977 -1.27183  0.00
90 N -4.14424 -4.38677 -1.87083  -0.40
91 H 2.41176 -3.42777 3.59717  0.21
92 C 0.36376 0.97623 0.64617  -0.44
93 H 3.44876 -0.29977 -6.02683  0.15
94 O -3.72924 1.99123 3.32417  0.10
95 C 4.97776 3.26723 -1.03283  -0.11
96 C 2.37276 5.53823 2.58017  -0.06
97 C 7.09476 4.27723 -0.87783  -0.15
98 H -3.47824 -2.83477 3.67817  0.10
99 H 0.22476 5.39923 3.46317  0.10
100 H 7.97176 4.97523 -1.16183  0.12
101 H -5.42924 1.89923 -0.62283  0.07
102 H 0.42976 2.00023 2.54817  0.06
103 O -3.04824 -3.95177 -2.08383  0.05
104 H 7.93276 2.72123 0.80417  0.12
105 H 1.82476 1.08223 -0.90683  0.09
106 N 5.79176 4.45223 -1.39683  -0.05
107 H -3.07724 1.68723 -7.00083  0.15
108 H -4.55224 -3.33777 0.09617  0.04
109 O -5.02224 -1.28777 1.52117  0.09
110 O 0.68476 -5.08377 -5.37883  0.08
111 H 5.41576 5.34423 -1.87783  0.18
112 H -1.68324 -2.49777 5.47617  0.16
113 O 0.79576 -0.54377 -5.14683  0.04
114 H 6.10176 1.24523 3.35717  0.10
115 C 0.47176 -3.54677 4.63917  -0.11
116 H 0.48376 -4.58477 4.70317  0.06
117 C -3.42524 4.21623 3.52717  -0.01
118 H -7.26024 1.98823 -0.74383  0.15
119 H -0.31024 5.59423 1.08117  0.04
120 O -2.90624 1.79123 -4.26283  0.04
121 C 0.84676 -0.29077 1.24417  -0.13
122 H -5.27924 -2.71477 -1.26183  0.10
123 O 5.42876 -1.13477 3.61217  0.07
124 H -2.88924 4.97923 4.18017  0.10
125 H 1.62676 -0.77577 0.32517  0.18
126 N 1.63976 0.35023 -4.96283  -0.43
127 C 1.56276 1.63923 0.02817  -0.02
128 C -1.42524 -1.41177 0.59817  -0.14
129 H 4.10676 0.58623 -2.67183  0.08

HOMO	-10.22	eV
maximum force	0.19060	hartree/bohr
total charge	+1
calculated total energy	-3563.73335	Ha
lowest unoccupied orbital energy	-0.1934	Ha
orbital gap	0.182	hartree



Record 2
Formula: C31H64Ca3NO17P2
Source: OMol25
Level of theory: wB97M-V/def2-TZVPD

Last column: Löwdin charge in e.
CARTESIAN COORDINATES (ANGSTROEM)
1 H -0.42946 -1.18802 -17.00575  0.07
2 H -2.09409 -1.59841 -15.30090  0.11
3 H -4.86569 1.95557 -15.52448  0.07
4 H -0.68624 1.81465 -8.94303  0.12
5 H -5.67281 0.36771 -15.85045  0.06
6 H -1.96711 0.82730 -17.48461  0.10
7 C -7.32371 2.50328 -9.57677  -0.18
8 C -4.64218 5.09420 -8.92270  -0.87
9 H 0.44086 -1.09708 -15.51227  0.08
10 C -6.69699 3.04357 -11.70828  -0.13
11 H -3.97106 -4.13915 -12.73986  0.11
12 H -1.14579 -2.86262 -10.44490  0.11
13 C -1.28380 1.20870 -8.26197  -0.14
14 C 2.36561 2.67519 -14.21642  -0.16
15 O -1.96473 6.38272 -15.85047  -0.44
16 C -0.69470 0.77422 -6.90346  -0.15
17 H -1.66102 0.42109 -8.91424  0.11
18 H 2.21259 4.69190 -14.81732  0.11
19 O -3.75487 0.95264 -11.23580  -0.48
20 C 1.49569 6.32878 -10.70498  -0.17
21 H 0.71725 1.31924 -13.56179  0.11
22 C -5.14605 0.98268 -15.12076  -0.05
23 H -7.98750 1.48525 -12.25606  0.12
24 H -3.54275 1.49413 -17.16600  0.10
25 H -0.50762 2.23629 -5.37147  0.12
26 O -5.06761 0.96453 -8.03027  -0.28
27 H -3.64230 0.39687 -13.73673  0.06
28 H 1.58118 4.51849 -11.79917  0.11
29 H -5.76708 1.19504 -14.25052  0.06
30 H -7.20492 3.50594 -9.16608  0.12
31 H -2.64062 -5.21498 -12.65351  0.11
32 H 3.00691 3.71211 -16.01740  0.10
33 H -4.96365 -1.77526 -7.19963  0.12
34 O -4.84747 4.12341 -8.17444  -0.08
35 H -4.99138 6.09976 -7.50991  0.12
36 H -0.10840 4.17551 -9.40141  0.11
37 C -1.62840 -0.61297 -15.31306  -0.27
38 C -2.93600 0.59723 -17.04143  -0.16
39 H 0.82987 5.75192 -12.77508  0.13
40 H 0.47273 3.05653 -13.25773  0.09
41 P -2.72655 2.00450 -11.86764  -0.08
42 C 0.91802 3.37246 -16.05763  -0.14
43 H 2.55484 6.14826 -10.52136  0.11
44 C -3.88467 0.17273 -14.77554  -0.26
45 N -2.65220 0.40644 -15.55587  -0.24
46 H -6.20269 1.80054 -6.49299  0.13
47 C 0.92562 2.32492 -13.92687  -0.21
48 H 0.23938 4.22530 -16.04348  0.12
49 C -0.34635 5.16159 -9.80031  -0.17
50 C 0.72300 6.21152 -9.42803  -0.15
51 H -6.69034 4.13257 -11.75437  0.14
52 H -6.76504 -0.97477 -6.04255  0.12
53 C -6.52837 -0.37250 -6.91968  -0.14
54 O -4.64030 6.27835 -8.38539  0.15
55 C -2.95061 -4.21102 -12.36354  -0.24
56 O -2.93447 4.16589 -15.76383  -0.54
57 H -7.44087 -0.11984 -7.45968  0.11
58 C -8.61061 2.46490 -10.41933  -0.15
59 H -0.59898 -0.29178 -6.69712  0.11
60 H -4.17883 -0.87284 -14.68415  0.11
61 O -3.48475 5.82158 -13.85912  -0.50
62 O -2.06195 -3.27451 -12.92502  -0.14
63 H -1.47560 3.63643 -6.99177  0.12
64 H -9.15412 1.53973 -10.22758  0.10
65 C -0.34147 -0.60424 -16.08948  -0.08
66 O -1.52501 1.47345 -12.65275  -0.42
67 H 0.00828 0.37630 -16.41247  0.06
68 Ca -4.20038 2.38274 -9.71356  1.44
69 H -1.33705 -0.54902 -14.26467  0.08
70 H -8.70498 3.05543 -12.53747  0.12
71 O -6.22360 2.41049 -10.47426  -0.30
72 H 1.07981 3.03158 -17.08023  0.12
73 H -1.22321 -1.37077 -12.27284  0.11
74 C -2.95519 -3.93924 -10.88455  -0.17
75 H -9.27268 3.26875 -10.09747  0.11
76 O -0.29541 5.11755 -11.22124  -0.22
77 H -2.86286 3.22040 -6.19562  0.13
78 H 2.98399 3.01511 -13.38566  0.10
79 H 0.36430 1.02439 -6.84000  0.11
80 H -6.07121 2.73472 -12.54560  0.11
81 C -3.52845 -0.73338 -17.71097  -0.06
82 O -3.32683 3.00897 -12.81445  -0.57
83 H -5.22846 -0.40678 -9.74488  0.13
84 H -1.35508 5.47682 -9.53349  0.12
85 H -2.57612 -4.84039 -10.40254  0.10
86 C 0.92701 5.38907 -11.75185  -0.22
87 H -4.84238 0.78851 -6.07693  0.12
88 H -2.08883 1.27909 -5.35863  0.11
89 C -1.27716 1.71517 -5.94098  -0.17
90 H -2.99032 -1.66664 -17.54502  0.06
91 O -2.35095 2.05893 -7.89538  -0.21
92 H -4.55219 -1.01418 -17.46357  0.05
93 C -2.08628 -2.02491 -12.14906  -0.15
94 H 0.24347 7.14156 -9.12282  0.11
95 H -3.41797 -0.49733 -18.76935  0.06
96 H -2.62469 -1.92444 -10.00291  0.08
97 O -4.34984 4.94830 -10.11025  -0.10
98 C 2.18825 3.71379 -15.29775  -0.16
99 H 2.90248 1.78440 -14.54256  0.11
100 H -6.22374 -1.91909 -8.34835  0.12
101 O -2.34065 2.99497 -10.80635  -0.53
102 O -1.36143 4.62676 -14.02558  -0.57
103 C -2.17341 -2.61733 -10.71308  -0.13
104 C -8.10625 2.48155 -11.83015  -0.16
105 H -3.81734 -0.65263 -8.75617  0.10
106 H 1.31020 7.34333 -11.05768  0.11
107 Ca -2.76129 4.90656 -11.96339  1.45
108 H -3.98088 -3.88535 -10.51967  0.10
109 H -7.27417 1.90627 -8.66615  0.11
110 C -5.62495 -1.17441 -7.82395  -0.19
111 Ca -1.95931 2.59084 -14.50744  1.35
112 C -2.05785 2.74552 -6.75647  -0.23
113 H -2.90981 -1.35182 -12.38749  0.09
114 P -2.46320 5.35276 -14.84641  -0.16
115 O 0.21658 2.47364 -15.16446  -0.30
116 C -5.68218 0.88242 -6.76542  -0.18
117 H 1.34620 5.79975 -8.63419  0.10
118 C -4.84382 -0.28676 -8.73209  -0.17

HOMO	-2.77	eV
maximum force	0.11475	hartree/bohr
total charge	-1
calculated total energy	-5269.59061	Ha
lowest unoccupied orbital energy	0.0611	Ha
orbital gap	0.163	hartree